11
Properties=species:S:1:pos:R:3:forces:R:3 method="wB97M-V/def2-TZVPD" lumo_energy_ev="0.2 / -2.1" e_homo_ev="-8.36 / -9.13" spin_multiplicity=2 e_above_lowest_kj_mol=316.2
O -0.910 -0.069 0.444 0.300 0.674 2.364
C -1.577 0.761 -1.207 1.314 -1.062 -2.656
C -0.580 0.684 1.520 -0.133 -0.992 -1.003
O -0.899 0.176 -1.990 -3.527 2.716 0.868
O 1.962 -0.091 0.967 -0.593 1.061 1.123
C 1.215 0.072 2.051 0.927 -1.191 -0.588
Tl 0.780 -0.872 -0.872 2.213 -1.888 0.153
H -1.213 0.502 2.405 0.517 -0.107 -0.084
H -0.510 1.757 1.267 0.565 -0.320 0.332
H 1.089 -0.931 2.527 -0.953 0.633 -0.007
H 1.623 0.772 2.804 -0.629 0.477 -0.502



88
Properties=species:S:1:pos:R:3:forces:R:3 method="wB97M-V/def2-TZVPD" lumo_energy_ev=-3.0 total_charge=+1 smiles="CCCCCCCCN(CCCCCCCC)C(=S)SCCC[C@@]1(CCCCO)COC[NH2+]1" e_homo_ev=-10.59
C 3.462 -0.607 1.983 -0.119 0.027 0.060
C 3.500 -1.951 2.736 0.175 0.106 -0.023
C 3.699 -1.843 4.265 -0.158 -0.076 0.023
C 2.475 -2.274 5.088 -0.109 0.147 -0.110
C 1.444 -1.152 5.304 0.125 -0.107 -0.351
C 0.383 -1.107 4.202 0.066 0.108 0.383
C -0.747 -0.130 4.533 -0.220 -0.190 -0.041
C -1.459 0.532 3.333 0.561 -0.098 0.329
N -0.844 0.293 2.000 -1.085 0.853 -0.469
C -1.625 -0.604 1.128 0.110 -0.118 0.006
C -1.619 -2.057 1.610 0.048 0.032 0.082
C -2.697 -2.455 2.634 0.050 -0.132 0.026
C -3.610 -3.614 2.208 -0.089 0.075 -0.013
C -4.255 -3.499 0.815 -0.123 -0.011 0.060
C -4.284 -4.835 0.069 0.190 0.045 0.165
C -2.913 -5.262 -0.484 0.039 -0.087 -0.071
C -2.554 -6.737 -0.237 -0.056 -0.021 -0.109
C -0.203 1.382 1.482 0.343 -0.469 0.154
S 0.884 2.243 2.361 -0.019 0.133 0.087
S -0.703 1.834 -0.171 0.108 -0.155 -0.111
C 0.636 2.910 -0.699 0.047 0.285 -0.060
C 1.690 2.199 -1.552 -0.012 -0.049 0.056
C 1.312 2.137 -3.046 0.374 0.016 0.187
C 2.021 3.119 -3.993 -0.050 0.373 -0.174
C 1.158 3.513 -5.192 -0.136 -0.334 -0.042
C -0.119 4.277 -4.792 0.059 -0.144 -0.076
C -1.393 3.454 -4.976 0.026 -0.010 -0.105
C -2.642 4.175 -4.482 0.042 0.073 0.081
O -2.638 5.529 -4.918 0.073 -0.088 -0.139
C 2.634 4.379 -3.336 -0.178 0.186 -0.145
O 4.051 4.182 -3.264 0.013 -0.015 0.087
C 4.369 2.870 -3.552 -0.139 0.133 0.026
N 3.300 2.468 -4.533 0.041 -0.238 -0.039
H 2.557 -0.503 1.380 0.017 -0.023 -0.049
H 4.321 -0.486 1.321 0.014 0.006 0.007
H 3.461 0.238 2.673 -0.003 0.005 -0.001
H 2.581 -2.503 2.532 0.006 -0.025 0.031
H 4.309 -2.557 2.325 -0.050 -0.037 -0.041
H 4.558 -2.443 4.570 -0.004 -0.035 -0.057
H 3.941 -0.809 4.526 0.107 -0.019 0.019
H 1.983 -3.092 4.550 0.036 -0.136 0.186
H 2.788 -2.677 6.052 0.076 0.071 0.002
H 0.968 -1.258 6.282 -0.038 0.029 -0.020
H 1.969 -0.193 5.278 -0.066 0.057 0.302
H 0.869 -0.814 3.269 -0.056 -0.103 -0.052
H -0.030 -2.114 4.094 0.043 0.025 -0.211
H -1.499 -0.668 5.116 0.009 0.059 0.075
H -0.370 0.657 5.188 0.114 0.040 -0.100
H -1.455 1.609 3.491 -0.037 0.010 -0.032
H -2.502 0.231 3.260 0.048 -0.150 -0.035
H -1.159 -0.580 0.148 0.025 0.005 -0.062
H -2.655 -0.241 1.016 0.030 0.029 0.036
H -1.714 -2.679 0.720 -0.039 -0.015 -0.008
H -0.623 -2.260 2.007 -0.022 -0.050 -0.046
H -2.202 -2.756 3.560 -0.099 0.101 0.086
H -3.326 -1.599 2.892 0.008 0.026 -0.114
H -3.074 -4.563 2.299 0.131 0.057 -0.136
H -4.419 -3.666 2.940 0.070 -0.154 0.076
H -3.742 -2.746 0.209 -0.024 -0.035 -0.065
H -5.284 -3.151 0.930 0.032 0.122 -0.016
H -4.631 -5.599 0.770 -0.115 0.011 -0.037
H -5.015 -4.787 -0.740 -0.022 -0.075 0.000
H -2.880 -5.069 -1.559 -0.046 0.088 0.014
H -2.134 -4.629 -0.052 0.011 -0.016 0.029
H -2.124 -7.203 -1.123 0.083 0.022 0.023
H -3.439 -7.319 0.022 -0.004 -0.004 0.003
H -1.833 -6.850 0.573 -0.059 -0.009 0.056
H 1.080 3.353 0.194 -0.074 -0.116 0.059
H 0.162 3.724 -1.254 0.001 -0.019 -0.030
H 2.647 2.702 -1.391 0.015 -0.020 -0.058
H 1.820 1.183 -1.180 0.016 0.030 0.094
H 1.481 1.121 -3.416 -0.169 0.010 -0.132
H 0.246 2.331 -3.141 -0.050 -0.126 -0.005
H 1.768 4.119 -5.870 -0.003 0.020 0.023
H 0.875 2.608 -5.743 0.022 0.005 -0.002
H -0.213 5.157 -5.424 0.018 0.120 0.162
H -0.041 4.624 -3.755 -0.025 0.076 -0.031
H -1.322 2.489 -4.465 -0.053 -0.005 -0.017
H -1.499 3.227 -6.041 -0.010 0.020 -0.008
H -2.693 4.121 -3.390 0.007 0.019 -0.002
H -3.531 3.684 -4.882 -0.002 -0.041 0.070
H -2.705 6.116 -4.164 -0.096 0.053 0.058
H 2.210 4.604 -2.359 0.092 -0.167 0.065
H 2.470 5.248 -3.973 0.031 0.013 0.013
H 5.356 2.823 -4.005 0.016 -0.095 0.018
H 4.274 2.196 -2.698 0.100 -0.046 -0.020
H 3.198 1.455 -4.616 -0.028 0.012 0.077
H 3.508 2.825 -5.468 0.020 0.133 0.072



145
Properties=species:S:1:pos:R:3:forces:R:3 method="wB97M-V/def2-TZVPD" lumo_energy_ev=0.3 e_homo_ev=-8.17 e_above_lowest_kj_mol=0.0
O -16.771 1.918 -26.101 -1.338 1.427 -0.868
V -17.458 3.306 -26.573 3.118 -0.620 1.164
O -16.561 4.408 -25.792 -1.407 -1.527 -1.195
O -17.416 2.915 -30.632 0.310 -0.487 0.329
C -17.403 3.000 -29.297 0.243 0.598 2.337
O -18.404 2.731 -28.598 -1.735 -0.247 -0.221
O -16.397 3.403 -28.650 0.766 0.358 -0.185
H -16.482 2.832 -30.882 -0.181 0.312 -0.165
C -23.140 0.975 -24.493 0.697 -0.142 0.580
O -22.167 1.762 -25.153 -0.329 0.119 -0.261
C -21.067 0.974 -25.569 0.207 -0.194 0.762
C -19.993 1.831 -26.207 -0.138 -0.184 -0.710
N -19.343 2.893 -25.379 -0.928 0.005 -1.701
C -20.195 4.119 -25.360 1.036 0.685 0.913
C -20.091 4.958 -26.620 -0.536 -1.724 -1.046
O -18.738 5.252 -26.945 -0.850 0.063 0.487
C -18.584 6.055 -28.102 0.974 0.359 -0.120
H -22.710 0.653 -23.535 -0.143 -0.183 0.062
H -23.384 0.074 -25.061 -0.179 0.071 -0.153
H -24.025 1.559 -24.264 -0.012 0.155 -0.312
H -21.398 0.189 -26.258 0.052 0.194 -0.349
H -20.671 0.403 -24.716 0.135 0.191 0.148
H -20.440 2.292 -27.088 0.177 0.023 -0.048
H -19.212 1.162 -26.568 -0.062 -0.084 0.025
H -19.332 2.481 -24.427 1.007 0.416 0.197
H -19.786 4.705 -24.529 -0.262 0.058 0.089
H -21.237 3.874 -25.156 0.001 0.039 -0.095
H -20.766 5.813 -26.596 0.375 0.338 0.232
H -20.451 4.306 -27.431 -0.222 0.277 -0.159
H -18.728 5.508 -29.035 -0.299 -0.172 0.103
H -17.545 6.386 -28.069 0.009 -0.057 -0.104
H -19.193 6.960 -28.082 -0.303 -0.177 0.174
C -17.263 6.978 -24.332 0.627 0.059 -0.356
O -17.259 8.339 -23.953 -0.945 0.352 -0.072
C -15.965 8.749 -23.531 -0.479 -0.147 0.032
C -16.028 10.237 -23.214 -0.084 -0.459 -0.462
N -16.813 10.380 -21.997 -0.238 0.834 0.258
C -16.999 11.773 -21.599 0.116 0.756 -0.525
C -17.805 12.576 -22.620 -0.667 0.881 -0.913
O -18.971 11.864 -22.973 -0.458 -0.766 0.715
C -19.761 12.449 -23.981 1.072 0.305 0.012
H -16.898 6.380 -23.491 0.353 -0.257 -0.347
H -16.668 6.917 -25.250 0.435 -0.603 0.353
H -18.212 6.538 -24.638 -0.463 0.800 0.331
H -15.242 8.484 -24.309 0.186 0.164 0.030
H -15.762 8.193 -22.610 0.483 0.051 0.026
H -16.451 10.752 -24.088 -0.236 -0.088 0.000
H -15.033 10.678 -23.122 0.106 -0.242 0.448
H -17.756 10.068 -22.224 0.155 -0.364 0.057
H -16.042 12.294 -21.497 0.196 -0.238 -0.060
H -17.459 11.879 -20.617 -0.242 -0.443 -0.015
H -17.272 12.825 -23.552 0.432 -0.439 0.123
H -18.123 13.579 -22.291 0.223 -0.132 0.612
H -19.254 12.270 -24.937 -0.320 0.111 -0.199
H -19.817 13.532 -23.818 -0.254 0.004 -0.084
H -20.753 12.008 -23.974 0.014 -0.095 0.048
C -13.572 4.329 -27.814 0.057 -0.219 0.016
O -12.168 4.326 -27.593 -0.407 0.377 -0.181
C -11.462 4.857 -28.711 0.011 -0.735 0.619
C -9.998 4.636 -28.362 -0.083 0.765 -0.245
N -9.609 5.545 -27.283 0.737 -0.657 0.119
C -8.252 5.194 -26.831 -0.854 0.434 0.031
C -7.911 5.908 -25.537 0.736 -0.259 -0.772
O -8.490 5.154 -24.495 -0.485 0.789 0.253
C -8.308 5.736 -23.210 0.729 -0.630 -0.154
H -14.021 5.322 -27.935 0.361 0.219 -0.023
H -14.061 3.879 -26.954 0.115 -0.211 -0.052
H -13.782 3.765 -28.725 -0.231 -0.137 0.067
H -11.754 5.906 -28.825 0.376 0.100 -0.177
H -11.745 4.301 -29.615 0.057 0.054 -0.036
H -9.312 4.825 -29.196 -0.296 0.225 -0.174
H -9.836 3.573 -28.137 -0.252 -0.041 0.308
H -10.237 5.454 -26.491 -0.172 -0.213 -0.131
H -7.576 5.432 -27.655 0.215 0.119 0.200
H -8.153 4.120 -26.613 0.027 -0.098 -0.132
H -8.245 6.949 -25.546 -0.258 -0.022 0.077
H -6.813 5.930 -25.471 -0.011 -0.050 0.418
H -8.574 6.793 -23.144 -0.121 -0.003 -0.253
H -7.242 5.607 -22.980 -0.072 0.294 0.375
H -8.891 5.156 -22.498 -0.042 0.022 -0.044
C -14.957 2.510 -21.628 -0.574 0.516 0.535
O -16.274 1.985 -21.733 0.421 -0.367 -0.296
C -16.418 1.144 -22.864 -0.408 -0.180 -0.064
C -17.855 0.618 -22.878 0.636 0.040 -0.953
N -18.792 1.748 -22.770 0.128 -0.653 0.159
C -19.978 1.369 -22.001 0.501 0.433 1.287
C -20.937 2.532 -21.832 -0.330 -0.855 -0.748
O -20.302 3.530 -21.101 0.835 0.380 0.128
C -21.080 4.660 -20.787 -0.800 -0.448 -0.044
H -14.891 2.869 -20.600 0.226 0.034 -0.041
H -14.836 3.365 -22.297 0.163 -0.120 -0.188
H -14.178 1.766 -21.797 -0.064 -0.127 -0.127
H -15.708 0.311 -22.811 -0.157 -0.105 0.204
H -16.201 1.656 -23.809 -0.060 0.307 0.148
H -17.981 -0.142 -22.098 -0.144 0.188 0.166
H -17.982 0.132 -23.853 -0.154 -0.188 0.151
H -18.238 2.412 -22.227 -0.623 0.346 0.084
H -19.648 1.073 -20.994 -0.145 -0.077 0.069
H -20.498 0.490 -22.385 0.077 0.135 -0.520
H -21.856 2.152 -21.367 -0.013 0.170 0.377
H -21.241 2.829 -22.846 0.018 0.553 0.007
H -20.497 5.451 -20.322 0.409 -0.243 -0.108
H -21.847 4.350 -20.066 -0.187 0.223 -0.091
H -21.561 5.059 -21.687 -0.061 0.070 0.028
C -5.774 2.177 -22.551 0.291 0.326 -1.612
O -7.054 1.718 -22.927 -0.123 0.083 1.010
C -7.240 1.827 -24.325 -0.380 -1.227 0.667
C -8.694 1.553 -24.678 -0.855 1.279 0.013
N -9.603 2.463 -23.946 0.418 -0.053 -0.472
C -10.927 2.594 -24.533 -1.150 0.507 0.175
C -11.739 1.302 -24.448 1.007 0.132 0.180
O -12.974 1.481 -25.068 -0.106 0.344 -0.024
C -13.787 0.340 -25.115 -0.386 0.183 -0.826
H -5.690 3.212 -22.910 0.202 0.172 0.386
H -5.012 1.630 -23.125 0.121 -0.137 0.190
H -5.516 2.117 -21.500 -0.653 -0.194 0.180
H -6.660 0.995 -24.748 0.306 0.515 -0.580
H -6.919 2.820 -24.655 0.025 -0.080 -0.263
H -9.015 0.529 -24.499 0.390 -0.119 0.008
H -8.833 1.804 -25.742 0.326 -0.530 -0.247
H -9.178 3.380 -24.046 -0.062 -0.091 0.259
H -11.069 2.957 -25.566 0.916 -0.363 -0.349
H -11.403 3.434 -24.012 -0.260 -0.388 0.444
H -11.815 0.960 -23.407 -0.174 0.038 0.043
H -11.137 0.557 -24.989 -0.271 -0.265 0.008
H -14.548 0.548 -25.870 -0.167 0.129 0.178
H -14.301 0.163 -24.167 0.349 -0.302 0.005
H -13.259 -0.537 -25.504 0.241 -0.127 0.442
C -20.088 -2.767 -23.241 0.657 0.745 0.064
C -20.038 -3.162 -24.707 -0.612 0.560 -0.005
C -18.703 -2.894 -25.404 -0.423 -0.511 -0.126
O -18.630 -1.550 -25.820 0.070 0.032 0.003
C -17.381 -1.241 -26.416 0.005 0.248 -0.153
N -20.416 -4.554 -24.887 0.144 -0.675 -0.232
H -19.768 -1.727 -23.104 -0.176 0.080 -0.354
H -19.354 -3.292 -22.626 -0.362 -0.542 -0.021
H -21.106 -2.821 -22.858 0.076 -0.309 0.199
H -20.771 -2.526 -25.226 0.119 0.212 -0.004
H -18.693 -3.547 -26.284 0.208 -0.023 -0.079
H -17.857 -3.185 -24.772 0.066 0.100 0.118
H -16.994 -2.037 -27.058 -0.162 -0.255 0.122
H -16.639 -1.000 -25.654 0.152 -0.044 0.101
H -17.502 -0.365 -27.049 -0.100 0.127 0.128
H -21.095 -4.908 -24.227 0.093 0.321 0.292
H -20.837 -4.701 -25.797 0.214 0.013 -0.063